1.
C6H6 | ωB97M-V/def2-TZVPD

SMILES: C=C=C=C=CC
Energy relative to the best compared isomer or geometry (same formula, charge and spin) (kcal/mol): 106.85
HOMO level (eV): -8.52
Frontier orbital gap (eV): 9.0

Last column: Löwdin charge in e.
CARTESIAN COORDINATES (ANGSTROEM)
1 C -2.92750 0.22225 0.10695  0.007
2 C -1.95299 0.56241 -0.69705  -0.103
3 C -0.77994 0.78742 -1.16868  -0.038
4 C 0.45963 0.77533 -0.81667  -0.043
5 C 1.49523 0.56002 -0.04131  -0.166
6 C 2.01566 -0.83430 0.20271  -0.104
7 H -2.57539 -0.08654 1.09211  0.071
8 H -3.98923 0.22519 -0.09620  0.051
9 H 1.85728 1.37464 0.58568  0.103
10 H 1.96878 -1.05150 1.27955  0.076
11 H 1.38055 -1.56315 -0.31027  0.076
12 H 3.04792 -0.97176 -0.13682  0.069



2.
C30H52BrN3OP2Pt | ωB97M-V/def2-TZVPD

Total charge: +2
Multiplicity: 3
Energy relative to the best compared isomer or geometry (same formula, charge and spin) (kcal/mol): 76.48
HOMO level (spin up / spin down) (eV): -11.95 / -13.34
⟨S²⟩: 2.04
Frontier orbital gap (spin up / spin down) (eV): 4.7 / 3.7

Last column: Löwdin charge in e.
CARTESIAN COORDINATES (ANGSTROEM)
1 N 0.77373 5.24829 2.97977  0.099
2 C 1.00454 4.13038 3.62892  -0.105
3 C 1.83858 3.13043 3.09502  0.034
4 C 2.28247 3.26184 1.75779  -0.200
5 C 2.09847 4.49210 1.10619  0.026
6 C 1.27782 5.44577 1.76592  -0.091
7 C 2.71385 2.06545 1.03993  0.068
8 Pt 0.79797 -0.44343 -1.96112  0.454
9 P -0.27431 -2.42069 -1.80863  0.828
10 C 2.85094 1.95366 -0.34486  0.038
11 C 3.24138 0.66988 -0.97257  -0.249
12 C 3.33799 0.65086 -2.41742  -0.012
13 C 3.32128 -0.60425 -3.08022  -0.131
14 C 3.39310 -1.70436 -2.24257  -0.507
15 C 3.63865 -1.69806 -0.86488  -0.091
16 C 3.73304 -0.43117 -0.24266  0.011
17 Br 3.14937 -3.48213 -3.20069  0.923
18 H 2.71207 1.12493 1.62246  0.124
19 H 2.19859 2.57218 -0.97856  0.103
20 H 2.05591 2.19258 3.62493  0.126
21 H 2.44466 4.63253 0.07618  0.126
22 H 0.51238 4.04897 4.60174  0.117
23 H 0.99545 6.39634 1.32574  0.123
24 H 3.74667 1.59013 -2.88661  0.164
25 H 4.29355 -0.17751 0.68335  0.153
26 H 3.32916 -0.77765 -4.18372  0.141
27 H 3.91109 -2.63531 -0.38954  0.128
28 P -1.15347 1.02091 -1.63169  0.891
29 C 0.62441 -3.23636 -0.41731  -0.376
30 C 1.20151 -4.57881 -0.81985  -0.170
31 H -0.12076 -3.32751 0.39161  0.084
32 H 1.42562 -2.56645 -0.04359  0.046
33 H 1.82338 -4.93151 0.01889  0.090
34 H 0.44900 -5.33978 -1.08536  0.078
35 H 1.87562 -4.41320 -1.68913  -0.066
36 C 0.10421 -2.68965 -3.59358  -0.454
37 C -0.32871 -3.95025 -4.33933  -0.137
38 H 1.23085 -2.70603 -3.56168  -0.090
39 H -0.11269 -1.78230 -4.20904  0.085
40 H 0.28285 -3.97806 -5.25675  0.087
41 H -0.15227 -4.88077 -3.77883  0.072
42 H -1.37873 -3.89357 -4.64805  0.084
43 C -1.97329 -2.90559 -1.54168  -0.392
44 C -2.19994 -4.42727 -1.58415  -0.105
45 H -2.57083 -2.40651 -2.33115  0.082
46 H -2.29817 -2.51206 -0.56215  0.072
47 H -3.28922 -4.57722 -1.59175  0.094
48 H -1.79109 -4.88233 -2.49878  0.056
49 H -1.77027 -4.92358 -0.70434  0.076
50 C -2.80636 0.97583 -0.83539  -0.385
51 C -3.64947 -0.29085 -0.84543  -0.129
52 H -3.41218 1.77041 -1.30265  0.105
53 H -2.65660 1.29208 0.20393  0.031
54 H -4.70461 -0.03920 -0.64217  0.096
55 H -3.61157 -0.81102 -1.81105  0.052
56 H -3.32930 -0.97847 -0.05133  0.063
57 C -1.63565 1.14227 -3.41275  -0.395
58 C -0.36686 1.47622 -4.16360  -0.184
59 H -2.44073 1.88215 -3.55974  0.103
60 H -2.04365 0.16448 -3.69706  0.076
61 H -0.38324 1.04540 -5.16606  0.082
62 H -0.20226 2.55274 -4.25299  0.081
63 H 0.51039 1.04222 -3.63687  -0.004
64 C -0.74783 2.79523 -1.24037  -0.356
65 C -1.33721 3.42297 0.03645  -0.140
66 H -1.07958 3.40489 -2.10114  0.095
67 H 0.34697 2.90388 -1.21903  0.036
68 H -1.00671 4.46535 0.14868  0.075
69 H -2.43879 3.44836 0.05258  0.081
70 H -1.00774 2.88647 0.93607  0.055
71 C 0.73548 -1.56478 3.07170  -0.058
72 N -0.14778 -0.75502 3.90231  -0.133
73 C -0.17693 -1.01596 5.33878  -0.057
74 C -0.98412 0.09142 3.19772  -0.489
75 O -0.99872 0.00022 1.95366  -0.022
76 N -1.69799 1.06966 3.85475  -0.130
77 C -1.33043 1.64440 5.15581  -0.049
78 C -2.64752 1.82449 3.06482  -0.049
79 H 1.46322 -2.07265 3.72346  0.091
80 H 1.27465 -0.90626 2.36153  0.073
81 H 0.14546 -2.34513 2.54060  0.089
82 H 0.33834 -0.23843 5.93127  0.084
83 H -1.19776 -1.16808 5.72195  0.100
84 H 0.38034 -1.95153 5.51806  0.093
85 H -1.84015 2.62373 5.20653  0.098
86 H -1.69077 0.99349 5.97449  0.090
87 H -0.23579 1.81159 5.20698  0.077
88 H -3.61015 1.85330 3.58088  0.102
89 H -2.26038 2.84564 2.92238  0.088
90 H -2.77244 1.36468 2.07604  0.060



3.
C3H5N4OS | ωB97M-V/def2-TZVPD

Total charge: -1
Energy relative to the best compared isomer or geometry (same formula, charge and spin) (kcal/mol): 23.80
HOMO level (eV): -4.64
Frontier orbital gap (eV): 7.2

Last column: Löwdin charge in e.
CARTESIAN COORDINATES (ANGSTROEM)
1 C -2.18195 -0.60116 -1.39935  -0.676
2 C 1.13170 1.06551 1.19127  -0.221
3 C -0.10243 0.32914 1.48697  -0.701
4 N -2.80445 -0.38868 -2.53631  -0.016
5 N -2.26221 0.72562 -3.03158  -0.161
6 N -1.34694 1.14737 -2.23252  -0.149
7 N -1.31141 0.32367 -1.12319  0.004
8 O -2.47865 -1.67213 -0.67634  0.036
9 S -0.11476 -0.94395 2.59483  0.542
10 H 0.99089 2.14771 1.37575  0.082
11 H 2.15947 0.64528 1.52317  0.094
12 H 1.36275 1.02372 0.11945  0.068
13 H -0.99399 0.89040 1.37442  0.020
14 H -1.70043 -1.65744 -0.07646  0.079



4.
C5H8O2 | ωB97M-V/def2-TZVPD

Energy relative to the best compared isomer or geometry (same formula, charge and spin) (kcal/mol): 138.53
HOMO level (spin up / spin down) (eV): -6.96 / -6.97
Frontier orbital gap (spin up / spin down) (eV): 6.9 / 6.9

Last column: Löwdin charge in e.
CARTESIAN COORDINATES (ANGSTROEM)
1 C -0.13896 0.11643 -0.75045  -0.058
2 C 0.56783 0.40428 0.39885  -0.090
3 C -1.35052 1.97606 -0.01023  -0.417
4 C 1.46373 -1.19758 -0.35185  -0.089
5 C 1.18355 -2.35721 0.22437  -0.024
6 O -2.43868 1.37206 0.60729  -0.032
7 O -1.36557 3.16477 -0.21388  -0.002
8 H -3.10602 2.06835 0.77870  0.091
9 H -0.98982 -0.54951 -0.70957  0.099
10 H 0.19372 0.48748 -1.71054  0.103
11 H 1.35421 1.14671 0.37777  0.109
12 H 0.17013 0.09023 1.35424  0.107
13 H 2.31976 -1.01729 -0.99366  0.077
14 H 0.30252 -2.47812 0.85132  0.065
15 H 1.83412 -3.22667 0.14766  0.060



Total energy
In order: -232.0561 -4789.1445 -809.7468 -345.5842
Unit: a.u.